# 1
DFT (ωB97M-V/def2-TZVPD) results for one molecule with the formula C2H7N3 in a non-equilibrium geometry.

XYZ file:
```
12
Properties=species:S:1:pos:R:3:forces:R:3
C -0.2227 0.8023 -1.1902 -4.64 0.44 0.63
C 0.8618 0.2320 0.5144 5.86 1.03 9.00
H -0.5434 0.4256 -2.1252 -0.97 0.02 -0.98
H 0.5461 1.5107 -1.3402 0.89 0.22 -0.05
H -1.0454 1.3289 -0.5075 0.96 -0.26 -2.34
H -0.3747 -2.0752 0.2996 0.51 -0.65 0.29
H -1.6467 -0.9655 0.7359 2.94 -0.62 -2.41
H 1.4168 1.0890 0.1645 0.22 -0.14 -0.09
H 0.5877 -0.7491 2.0183 -2.42 -3.52 1.70
N 0.0797 -0.2990 -0.3354 0.29 -0.48 -2.36
N -0.8280 -1.2645 -0.0504 -4.25 0.75 1.76
N 1.1689 -0.0352 1.8162 0.61 3.21 -5.16
```
Forces are in eV/Å.

As for the charge: 0. The value obtained for the maximum force is 10.792 eV/Å. The total energy is -6654.4217 eV. The SMILES is [H]/N=C\N(C)N.


# 2
DFT (ωB97M-V/def2-TZVPD) results for one molecule with the formula C2H7N3 in a non-equilibrium geometry.

XYZ file:
```
12
Properties=species:S:1:pos:R:3:forces:R:3
C -1.2228 -0.6787 0.0629 0.59 -0.44 0.18
C 1.2000 -0.3541 -0.1415 -0.32 -1.00 0.16
H -0.9570 -1.6915 -0.2543 -0.28 -0.03 0.29
H -2.0746 -0.3669 -0.5245 -0.23 0.17 -0.17
H -1.5126 -0.6640 1.1407 0.29 -0.02 -0.56
H -0.6669 1.7338 0.8966 0.49 -0.32 -1.19
H -0.9278 1.8547 -0.7853 0.84 -0.25 1.13
H 1.1788 -1.4522 -0.2669 -0.05 0.30 0.04
H 3.0414 -0.3643 0.1005 0.02 0.08 -0.13
N -0.0744 0.1531 -0.2444 -0.30 0.76 0.27
N -0.2496 1.5403 -0.0488 -1.14 0.37 -0.12
N 2.2656 0.2898 0.0651 0.08 0.37 0.11
```
Forces are in eV/Å.

As for the charge: 0. The value obtained for the maximum force is 1.429 eV/Å. The total energy is -6656.3368 eV. The SMILES is [H]/N=C/N(C)N.


# 3
DFT (ωB97M-V/def2-TZVPD) results for a 2-piece molecular cluster, C2H7N3 overall in a non-equilibrium geometry.

XYZ file:
```
12
Properties=species:S:1:pos:R:3:forces:R:3
C 1.6251 0.3961 -0.4322 -2.24 -4.42 2.07
C -1.1970 0.1634 0.2864 -1.94 -2.17 -3.12
N 2.5187 -0.1232 0.2665 0.66 -0.89 2.42
N -2.4885 0.1088 0.0360 -0.87 3.07 2.87
N -0.3339 -0.7091 -0.2668 3.66 1.90 0.21
H 1.5179 1.1987 -1.0558 -0.22 2.37 -1.53
H -0.8367 0.9565 0.8394 0.78 1.38 1.44
H 3.4372 0.3210 0.7028 -1.69 -0.53 -1.72
H 2.3086 -1.0625 0.7583 0.26 1.49 -0.83
H -3.3176 0.7175 0.4559 2.87 -1.27 -0.53
H -2.8686 -0.4817 -0.6176 -0.72 -2.16 -1.96
H -0.3654 -1.4855 -0.9730 -0.54 1.24 0.68
```
Forces are in eV/Å.

As for the charge: +2. The value obtained for the maximum force is 5.373 eV/Å. The total energy is -6634.8708 eV.


# 4
DFT (ωB97M-V/def2-TZVPD) results for a 2-piece molecular cluster, C2H7N3O overall in a non-equilibrium geometry.

XYZ file:
```
13
Properties=species:S:1:pos:R:3:forces:R:3
N 0.2625 1.5919 -2.9510 5.10 -2.43 1.10
C 1.5847 0.9358 -2.8419 0.54 1.05 1.01
N 2.0212 0.5485 -1.6918 -0.92 -1.64 -0.22
H 0.0965 1.9352 -3.8822 -1.20 -0.01 0.56
H -0.2219 1.3063 -2.0758 -0.43 0.91 -1.74
H 2.4360 0.9107 -3.6018 -2.23 0.20 -0.37
H 2.7998 -0.1747 -1.7323 -0.88 1.90 -0.29
C -1.4953 -0.8670 2.2581 -2.01 -0.19 0.54
N -0.1710 -0.9846 2.4472 0.11 1.07 -1.42
O -2.4055 -1.2636 2.9852 1.51 0.13 -0.64
H -1.7548 -0.3528 1.3223 0.16 0.23 -0.10
H 0.1485 -1.5825 3.1750 0.60 -0.05 0.41
H 0.4154 -0.4367 1.7843 -0.33 -1.17 1.15
```
Forces are in eV/Å.

As for the charge: 0. The value obtained for the maximum force is 5.751 eV/Å. The total energy is -8704.1035 eV. The SMILES is [H]/N=C/N.NC=O.


# 5
DFT (ωB97M-V/def2-TZVPD) results for one molecule with the formula C2H7N3O in a non-equilibrium geometry.

XYZ file:
```
13
Properties=species:S:1:pos:R:3:forces:R:3
C -1.7869 -0.2824 -0.3087 -0.75 -2.22 1.09
C 0.5338 -0.8802 0.1977 0.78 0.07 1.12
H -1.8010 -1.3902 -0.5945 -0.48 1.40 0.45
H -2.2556 -0.1357 0.7572 0.86 -0.40 -1.64
H -2.4030 0.2690 -1.0168 0.29 0.13 -0.01
H -0.4614 1.1800 1.2594 0.34 0.08 -1.40
H 0.0890 -1.7125 0.7925 0.71 0.50 -0.64
H 3.1577 0.7092 -0.2019 -1.09 -0.38 -0.43
H 1.5437 1.1298 -0.5270 -0.34 0.83 -0.19
N -0.3966 0.0476 -0.3634 0.33 0.76 0.35
N 1.8230 -0.6529 0.2112 -2.90 -1.85 0.37
N 2.2124 0.3960 -0.4910 2.41 1.07 -0.14
O -0.2552 1.3223 0.2853 -0.17 0.02 1.08
```
Forces are in eV/Å.

As for the charge: 0. The value obtained for the maximum force is 3.461 eV/Å. The total energy is -8701.9689 eV. The SMILES is CN(O)/C=N\N.


# 6
DFT (ωB97M-V/def2-TZVPD) results for a 2-piece molecular cluster, C2H7N3O overall.

XYZ file:
```
13
Properties=species:S:1:pos:R:3:forces:R:3
N -0.7319 -0.8290 -1.2892 -0.02 -0.11 -0.17
C -1.8707 -1.0668 -0.5753 -0.06 -0.04 -0.29
N -2.1645 -0.3649 0.4376 0.38 0.17 0.60
H -0.7541 -1.0061 -2.2823 0.09 -0.09 0.20
H -0.1479 -0.0567 -0.9893 -0.04 0.14 -0.19
H -2.4374 -1.9157 -0.9807 -0.15 0.11 0.22
H -2.9362 -0.6869 1.0074 -0.18 -0.23 -0.40
C 1.8616 1.4303 0.3063 -0.58 0.18 -0.54
N 1.8143 0.5501 1.3194 0.42 -0.20 0.73
O 1.3747 1.2095 -0.7858 -0.04 0.02 -0.10
H 2.2744 2.4269 0.5094 0.41 -0.19 0.35
H 1.3154 -0.3164 1.1818 0.09 0.04 -0.11
H 2.4022 0.6257 2.1408 -0.34 0.20 -0.29
```
Forces are in eV/Å.

As for the charge: 0. The value obtained for the maximum force is 0.864 eV/Å. The total energy is -8705.4821 eV. The SMILES is [H]/N=C/N.NC=O.


What did the fifth record say?
DFT (ωB97M-V/def2-TZVPD) results for one molecule with the formula C2H7N3O in a non-equilibrium geometry.

XYZ file:
```
13
Properties=species:S:1:pos:R:3:forces:R:3
C -1.7869 -0.2824 -0.3087 -0.75 -2.22 1.09
C 0.5338 -0.8802 0.1977 0.78 0.07 1.12
H -1.8010 -1.3902 -0.5945 -0.48 1.40 0.45
H -2.2556 -0.1357 0.7572 0.86 -0.40 -1.64
H -2.4030 0.2690 -1.0168 0.29 0.13 -0.01
H -0.4614 1.1800 1.2594 0.34 0.08 -1.40
H 0.0890 -1.7125 0.7925 0.71 0.50 -0.64
H 3.1577 0.7092 -0.2019 -1.09 -0.38 -0.43
H 1.5437 1.1298 -0.5270 -0.34 0.83 -0.19
N -0.3966 0.0476 -0.3634 0.33 0.76 0.35
N 1.8230 -0.6529 0.2112 -2.90 -1.85 0.37
N 2.2124 0.3960 -0.4910 2.41 1.07 -0.14
O -0.2552 1.3223 0.2853 -0.17 0.02 1.08
```
Forces are in eV/Å.

As for the charge: 0. The value obtained for the maximum force is 3.461 eV/Å. The total energy is -8701.9689 eV. The SMILES is CN(O)/C=N\N.